The following is a quantum chemistry calculation of an isolated molecule of C4H7NO2, from the Open Molecules 2025 dataset.

## Properties
Charge = 0
Electronic energy = -9841.9122 eV
HOMO level = -8.34 eV
ΔE to the lowest compared entry with this formula, charge and spin = 517.89 kJ/mol

Each line ends with the natural charge from an NBO analysis.
Cartesian coordinates (Å):
C (2.37076, -0.16210, -0.25276)  -0.420
N (1.27305, 0.74666, -0.52349)  -0.564
C (0.11090, 0.45781, -0.10203)  0.234
C (-1.06462, 1.22250, 0.22915)  0.309
O (-2.21775, 0.67304, 0.12005)  -0.453
C (-1.92336, -0.85862, -0.14515)  0.233
O (-0.70045, -0.91892, -0.64875)  -0.598
H (2.20015, -1.14851, -0.70723)  0.188
H (3.29590, 0.24368, -0.67818)  0.199
H (2.54530, -0.32180, 0.82548)  0.168
H (-1.00782, 2.21886, 0.67234)  0.233
H (-0.10070, 0.28219, 1.13918)  0.153
H (-2.73072, -1.18816, -0.81287)  0.179
H (-2.05063, -1.24664, 0.88426)  0.139



The following is a quantum chemistry calculation of an isolated molecule of C4H7NO2 at a distorted geometry, from the Open Molecules 2025 dataset.

## Properties
Charge = 0
Electronic energy = -9844.5196 eV
HOMO level = -9.77 eV
SMILES string = C/N=C1/COCO1
ΔE to the lowest compared entry with this formula, charge and spin = 266.31 kJ/mol

Each line ends with the natural charge from an NBO analysis.
Cartesian coordinates (Å):
C (-2.12161, -1.13914, 0.39994)  -0.440
N (-1.06441, -1.01673, -0.56626)  -0.481
C (-0.22701, -0.09417, -0.47048)  0.533
C (1.05589, 0.00809, -1.18180)  -0.129
O (1.54113, 1.29337, -1.10837)  -0.502
C (0.89875, 1.83605, 0.07443)  0.220
O (-0.32776, 1.17599, 0.22586)  -0.523
H (-2.93099, -0.42877, 0.22621)  0.197
H (-2.65023, -2.09279, 0.50381)  0.203
H (-1.76813, -0.90747, 1.41054)  0.188
H (1.20448, -0.52450, -2.12500)  0.242
H (1.46439, -0.71317, -0.26963)  0.162
H (0.76245, 2.90964, -0.09640)  0.184
H (1.56476, 1.63918, 0.93287)  0.147



The following is a quantum chemistry calculation of an isolated molecule of C4H7NO2 at a distorted geometry, from the Open Molecules 2025 dataset.

## Properties
Charge = 0
Electronic energy = -9843.9935 eV
HOMO level = -9.11 eV
SMILES string = CN(C=O)CC=O
ΔE to the lowest compared entry with this formula, charge and spin = 317.07 kJ/mol

Each line ends with the natural charge from an NBO analysis.
Cartesian coordinates (Å):
C (0.39091, 1.15214, -0.83810)  -0.430
N (-0.16802, -0.19608, -0.64853)  -0.445
C (0.86276, -1.08317, -0.72660)  0.520
O (0.74638, -2.31494, -0.55869)  -0.604
C (-1.31282, -0.15221, 0.28460)  -0.329
C (-0.48353, -0.24411, 1.72421)  0.423
O (0.43053, 0.46348, 2.01408)  -0.520
H (1.00528, 1.53909, 0.02506)  0.221
H (-0.40603, 1.81103, -0.80756)  0.193
H (0.95482, 1.25930, -1.88378)  0.212
H (1.81342, -0.70398, -1.23586)  0.139
H (-1.62157, 0.92626, 0.34321)  0.247
H (-1.75895, -1.12858, 0.18122)  0.253
H (-0.45317, -1.32823, 2.12674)  0.120



The following is a quantum chemistry calculation of a cluster of 2 separate species, C4H7NO2 in total, from the Open Molecules 2025 dataset.

## Properties
Charge = 0
Electronic energy = -9842.1059 eV
HOMO level = -7.56 eV
ΔE to the lowest compared entry with this formula, charge and spin = 499.20 kJ/mol

Each line ends with the natural charge from an NBO analysis.
Cartesian coordinates (Å):
N (1.76435, 0.80042, 1.58180)  -0.766
C (0.69485, 0.32977, 0.95087)  0.701
O (-0.45222, 0.81982, 1.13539)  -0.477
C (0.45961, -0.86042, 0.10323)  -0.595
C (-1.05877, -0.51551, 0.29465)  -0.184
C (-1.49805, 0.23106, -2.06685)  0.272
O (-1.33785, -0.76187, -2.74599)  -0.602
H (1.62725, 1.55016, 2.24609)  0.417
H (2.69670, 0.48888, 1.36577)  0.416
H (0.88802, -1.77517, 0.52980)  0.227
H (0.76511, -0.78044, -0.94756)  0.252
H (-1.40231, -1.07995, 1.17915)  0.132
H (-0.66505, 0.95044, -1.89067)  0.082
H (-2.48163, 0.60280, -1.73567)  0.122



The following is a quantum chemistry calculation of an isolated molecule of C4H7NO2, from the Open Molecules 2025 dataset.

## Properties
Charge = 0
Electronic energy = -9846.5180 eV
HOMO level = -9.81 eV
SMILES string = C[C@@H](C=O)C(N)=O
ΔE to the lowest compared entry with this formula, charge and spin = 73.49 kJ/mol

Each line ends with the natural charge from an NBO analysis.
Cartesian coordinates (Å):
C (-1.09877, -1.14966, 0.48781)  -0.605
C (-0.41107, -0.05237, -0.32199)  -0.419
C (-1.01588, 1.30806, 0.09977)  0.468
O (-1.77853, 1.44609, 1.01994)  -0.510
C (1.04124, 0.26662, 0.03918)  0.673
N (2.06092, -0.04315, -0.80895)  -0.819
O (1.24732, 0.96531, 1.02166)  -0.604
H (-1.05312, -0.89751, 1.54676)  0.239
H (-2.15717, -1.16486, 0.21157)  0.223
H (-0.69293, -2.15323, 0.34104)  0.211
H (-0.52226, -0.23320, -1.40420)  0.223
H (-0.61352, 2.17024, -0.47003)  0.117
H (2.07245, -0.79376, -1.47899)  0.399
H (2.95265, 0.33062, -0.52313)  0.405



The following is a quantum chemistry calculation of an isolated molecule of C4H7NO2, from the Open Molecules 2025 dataset.

## Properties
Charge = 0
Electronic energy = -9845.8898 eV
HOMO level = -9.61 eV
SMILES string = [H]/N=C(\C)OCC=O
ΔE to the lowest compared entry with this formula, charge and spin = 134.11 kJ/mol

Each line ends with the natural charge from an NBO analysis.
Cartesian coordinates (Å):
H (1.87625, 0.16902, -1.10372)  0.361
N (1.11862, -0.22832, -0.56550)  -0.730
C (0.37010, 0.64507, -0.03218)  0.580
C (0.45202, 2.14709, -0.11829)  -0.692
O (-0.67475, 0.21648, 0.71677)  -0.497
C (-0.67851, -1.20199, 0.88860)  -0.186
C (-0.81538, -1.93870, -0.43455)  0.439
O (-0.53425, -3.10343, -0.55742)  -0.526
H (0.30324, 2.60014, 0.86351)  0.239
H (1.42468, 2.47228, -0.50392)  0.226
H (-0.32459, 2.53234, -0.78647)  0.240
H (0.25246, -1.53180, 1.35769)  0.218
H (-1.52559, -1.43846, 1.54069)  0.217
H (-1.24430, -1.33972, -1.26519)  0.112



The following is a quantum chemistry calculation of an isolated molecule of C4H7NO2 at a distorted geometry, from the Open Molecules 2025 dataset.

## Properties
Charge = 0
Electronic energy = -9841.1689 eV
HOMO level (spin up / spin down) = -7.70 / -7.70 eV
SMILES string = C=C(C)C(=O)NO
ΔE to the lowest compared entry with this formula, charge and spin = 589.60 kJ/mol

Each line ends with the natural charge from an NBO analysis.
Cartesian coordinates (Å):
C (-1.32052, 0.67359, 1.14432)  -0.474
C (-0.41701, 0.33236, 0.19665)  -0.057
C (-0.78777, 0.16331, -1.25288)  -0.635
C (0.97237, 0.72619, 0.45726)  0.746
O (1.65155, 1.46903, 1.05943)  -0.422
N (1.26142, -0.98040, 0.64608)  -0.505
O (1.42729, -1.65868, -0.57583)  -0.593
H (-2.33953, 0.88560, 0.85590)  0.210
H (-1.04064, 1.08747, 2.09950)  0.205
H (-0.59273, -0.83229, -1.64188)  0.246
H (-1.85267, 0.32826, -1.41351)  0.222
H (-0.25014, 0.85819, -1.90047)  0.216
H (1.05037, -1.71719, 1.31880)  0.381
H (2.23801, -1.33543, -0.99337)  0.462



The following is a quantum chemistry calculation of an isolated molecule of C4H7NO2, from the Open Molecules 2025 dataset.

## Properties
Charge = 0
Electronic energy = -9843.8415 eV
HOMO level = -9.89 eV
SMILES string = O/N=C1/CC[C@H]1O
ΔE to the lowest compared entry with this formula, charge and spin = 331.74 kJ/mol

Each line ends with the natural charge from an NBO analysis.
Cartesian coordinates (Å):
O (0.23954, -2.48100, 0.27034)  -0.592
N (-0.31629, -1.68832, -0.74879)  -0.130
C (-0.07483, -0.47207, -0.48809)  0.204
C (-0.45067, 0.84415, -1.12913)  -0.446
C (0.40937, 1.53570, -0.02793)  -0.408
C (0.48552, 0.19880, 0.74130)  0.033
O (-0.54691, 0.10462, 1.71154)  -0.704
H (-0.01064, -3.37707, 0.01341)  0.481
H (-1.51898, 1.07511, -1.05288)  0.234
H (-0.12594, 0.96751, -2.16322)  0.226
H (-0.04876, 2.35415, 0.53181)  0.224
H (1.38475, 1.85232, -0.41238)  0.211
H (1.45759, -0.11521, 1.14160)  0.186
H (-0.88376, -0.79868, 1.61242)  0.481